The following is a DFT calculation (ωB97M-V with the def2-TZVPD basis set) of 2 unconnected molecules or ions with the total composition C2H6Br2N.

The geometry in XYZ format:
```
11
Properties=species:S:1:pos:R:3:forces:R:3:lowdin_charge:R:1
C 1.713 -0.345 0.765 -0.6820 0.2339 0.8504 -0.528
C -2.404 1.112 -1.686 -0.2254 0.6191 -1.2498 -0.262
N 0.406 -0.950 0.709 1.0168 3.2028 0.7466 -0.081
Br 2.827 -1.397 2.282 -0.7080 1.2537 -1.2087 0.402
Br -1.693 2.549 -0.944 -0.5324 -0.9142 -0.1056 1.085
H 2.335 -0.489 -0.125 -0.2786 0.1984 0.3795 0.053
H 1.467 0.726 1.040 1.4870 -1.2147 0.0229 0.079
H -1.766 0.531 -2.373 -0.1224 0.0170 0.7386 0.064
H -3.506 0.922 -1.737 0.9543 0.2072 0.6819 0.084
H 0.095 -0.806 1.679 -0.5238 -1.1064 -0.8143 0.074
H 0.524 -1.854 0.389 -0.3856 -2.4969 -0.0415 0.030
```
Forces are in eV/Å.

Properties
**Strongest force on any atom**: 3.44 eV/A
**DFT total energy**: -5282.17540 Eh
**Frontier orbital gap (spin up / spin down)**: 3.77 / 3.77 eV
**Net charge**: +1
**Relative energy (zero: lowest compared OMol25 entry of this formula, charge and spin)**: 80.1 kcal/mol

***

The following is a DFT calculation (ωB97M-V with the def2-TZVPD basis set) of a gas-phase ion, C2H6Br2NS2 (charge +1).

The geometry in XYZ format:
```
13
Properties=species:S:1:pos:R:3:forces:R:3:lowdin_charge:R:1
C 0.407 -1.403 0.414 -0.6262 2.5995 -1.0654 -1.113
C -0.232 0.215 -0.182 0.2820 -3.1719 0.3370 -1.172
N 0.286 1.217 0.795 0.5313 0.3784 0.2455 0.071
S 0.461 0.645 -1.793 0.0651 0.4010 0.4658 0.783
S -2.043 0.067 -0.033 0.5673 -0.0990 0.0469 0.791
Br 0.058 -2.748 -0.904 0.1108 0.3921 0.4358 0.727
Br 2.297 -1.159 0.818 -0.5845 -0.1827 -0.0873 0.731
H -0.141 -1.617 1.330 0.1271 -0.1360 -0.0537 0.025
H 1.281 0.984 1.023 -0.3880 0.0770 -0.0791 0.070
H 0.258 2.165 0.389 -0.0933 -0.1909 0.2090 0.160
H -0.274 1.214 1.662 0.1671 0.0117 -0.3491 0.162
H -0.011 -0.417 -2.443 -0.1781 -0.2557 0.0085 -0.128
H -2.349 0.839 -1.077 0.0194 0.1765 -0.1140 -0.107
```
Forces are in eV/Å.

Properties
**Strongest force on any atom**: 3.20 eV/A
**Structure (SMILES)**: [NH3+]C(S)(S)C(Br)Br
**DFT total energy**: -6078.66758 Eh
**Frontier orbital gap**: 10.11 eV
**Net charge**: +1
**Relative energy (zero: lowest compared OMol25 entry of this formula, charge and spin)**: 0.0 kcal/mol

***

The following is a DFT calculation (ωB97M-V with the def2-TZVPD basis set) of 2 unconnected molecules or ions with the total composition C2H6BrNO.

The geometry in XYZ format:
```
11
Properties=species:S:1:pos:R:3:forces:R:3:lowdin_charge:R:1
C 0.248 -0.919 0.498 0.3690 0.4897 -0.3361 -0.217
C 0.876 1.337 -0.211 -0.4097 -0.9049 0.3333 -0.085
N -0.933 -0.942 -0.091 0.0370 0.4159 -0.2021 -0.346
O -0.146 1.714 -0.986 -0.0997 0.1714 -0.1568 -0.035
Br -2.310 -2.500 0.624 -0.1180 -0.1550 0.1046 0.240
H 1.126 -1.424 0.100 -0.0606 0.0405 -0.0614 0.074
H 0.267 -0.702 1.555 -0.0440 0.0313 0.1526 0.068
H 1.778 1.127 -0.758 0.1180 -0.0027 -0.0804 0.078
H 0.939 1.705 0.801 -0.0163 0.0675 0.0897 0.077
H -0.893 -1.246 -1.062 0.1002 -0.0637 0.1283 0.035
H -0.953 1.849 -0.471 0.1240 -0.0902 0.0285 0.111
```
Forces are in eV/Å.

Properties
**Strongest force on any atom**: 1.05 eV/A
**DFT total energy**: -2783.66445 Eh
**Frontier orbital gap (spin up / spin down)**: 7.74 / 7.02 eV
**Net charge**: 0
**Relative energy (zero: lowest compared OMol25 entry of this formula, charge and spin)**: 67.1 kcal/mol

***

The following is a DFT calculation (ωB97M-V with the def2-TZVPD basis set) of 2 unconnected molecules or ions with the total composition C2H6BrOS.

The geometry in XYZ format:
```
11
Properties=species:S:1:pos:R:3:forces:R:3:lowdin_charge:R:1
Br -1.375 -1.626 -3.958 0.0738 0.0771 0.0221 -0.803
C 0.505 1.099 1.406 -0.4025 0.0179 -4.7623 -0.280
S 0.552 -0.641 0.880 -2.6711 -1.2880 0.6676 0.816
O -0.563 -1.372 1.710 2.1744 1.4734 -1.4022 -0.609
C -0.127 -0.443 -0.789 1.4618 1.0503 -2.5695 -0.360
H -0.482 1.550 1.057 1.6972 -0.1889 0.1829 0.088
H 1.504 1.512 1.115 -1.2391 0.2421 -0.3103 0.063
H 0.512 1.043 2.388 -0.1245 -0.2422 4.8976 -0.038
H 0.441 0.389 -1.384 -1.2073 -0.4849 1.6398 0.079
H -1.242 -0.331 -0.887 1.2461 -0.1913 0.3893 0.058
H 0.275 -1.182 -1.534 -1.0087 -0.4654 1.2449 -0.012
```
Forces are in eV/Å.

Properties
**Strongest force on any atom**: 4.91 eV/A
**DFT total energy**: -3127.26312 Eh
**Frontier orbital gap**: 6.65 eV
**Net charge**: -1
**Relative energy (zero: lowest compared OMol25 entry of this formula, charge and spin)**: 11.6 kcal/mol

***

The following is a DFT calculation (ωB97M-V with the def2-TZVPD basis set) of 2 unconnected molecules or ions with the total composition C2H6Cl2N2O2.

The geometry in XYZ format:
```
14
Properties=species:S:1:pos:R:3:forces:R:3:lowdin_charge:R:1
C -0.923 0.415 0.849 0.7683 -1.0941 -0.5533 -0.604
C -0.277 -0.498 -0.250 -2.2902 -0.0077 -0.3411 -0.969
N -1.171 1.672 0.489 0.3844 1.0388 -0.6551 0.197
N 0.554 -1.505 0.153 0.0176 -2.8870 0.9506 -0.017
O -1.260 -0.101 1.873 -0.0895 -0.4262 1.3788 0.071
O 0.154 0.182 -1.289 0.7979 0.5753 -2.9251 -0.182
Cl -1.923 -1.149 -0.968 -0.9728 -0.9241 -0.0071 0.570
Cl 2.374 0.273 -0.088 3.9785 2.1221 0.6481 0.464
H -1.486 2.340 1.171 -0.1599 -0.2392 0.2099 0.124
H -0.760 2.055 -0.345 0.0189 -0.1753 -0.0690 0.108
H 0.081 -1.955 0.928 0.2892 -0.0715 0.5062 0.099
H 0.873 -2.312 -0.477 -0.9862 2.1940 0.5879 0.153
H 3.483 1.086 -0.054 -1.7437 -1.2745 -0.0491 -0.137
H 0.281 -0.503 -1.992 -0.0127 1.1692 0.3182 0.121
```
Forces are in eV/Å.

Properties
**Strongest force on any atom**: 4.56 eV/A
**Structure (SMILES)**: NC(=O)[C@](N)(O)Cl.Cl
**DFT total energy**: -1260.17016 Eh
**Frontier orbital gap**: 10.32 eV
**Net charge**: 0
**Relative energy (zero: lowest compared OMol25 entry of this formula, charge and spin)**: 16.6 kcal/mol

***

The following is a DFT calculation (ωB97M-V with the def2-TZVPD basis set) of 2 unconnected molecules or ions with the total composition C2H6Cl2N2P2.

The geometry in XYZ format:
```
14
Properties=species:S:1:pos:R:3:forces:R:3:lowdin_charge:R:1
C 1.610 -0.613 1.347 0.9831 1.5989 -1.2272 -0.570
C -1.358 1.272 -0.103 -0.8534 2.7218 -0.6350 -0.170
N -0.696 -0.073 -1.817 -0.0563 -2.4295 -0.3464 0.039
N -0.992 -0.028 -0.560 -0.8438 -1.7885 -1.0149 -0.719
P 2.551 -0.456 -0.048 -0.4997 -1.8916 1.0643 0.391
P -0.971 -1.198 0.617 -1.2708 1.3405 1.8705 0.475
Cl 2.474 1.460 -0.595 -0.1361 1.3815 -0.0718 0.105
Cl -0.282 -2.760 -0.319 0.5720 -1.6308 -1.2413 0.211
H 1.569 -1.510 1.892 0.1591 -1.3973 0.2462 -0.041
H 1.202 0.194 1.922 -0.1217 0.5828 -0.0368 -0.016
H -0.387 1.788 -0.398 -1.2858 0.4284 1.6238 0.071
H -2.135 1.756 -0.788 1.0058 -1.0763 0.5543 0.103
H -1.907 1.306 0.909 1.8860 -0.1443 -1.1470 0.099
H -0.677 -1.138 -2.059 0.4615 2.3044 0.3612 0.021
```
Forces are in eV/Å.

Properties
**Strongest force on any atom**: 2.92 eV/A
**DFT total energy**: -1792.31365 Eh
**Frontier orbital gap (spin up / spin down)**: 7.17 / 7.14 eV
**Net charge**: 0
**Relative energy (zero: lowest compared OMol25 entry of this formula, charge and spin)**: 31.0 kcal/mol

***

The following is a DFT calculation (ωB97M-V with the def2-TZVPD basis set) of a molecular structure, C2H6Cl2NO3Sn2.

The geometry in XYZ format:
```
16
Properties=species:S:1:pos:R:3:forces:R:3:lowdin_charge:R:1
Sn -19.211 -8.660 -8.042 2.3033 -1.6293 -1.1668 1.677
Sn -21.493 -6.258 -7.660 -0.9950 1.3024 0.1491 1.811
O -21.001 -8.207 -7.117 1.7375 4.7055 -0.5591 -0.905
H -21.319 -8.590 -6.276 -0.5803 0.6838 -0.1747 -0.114
C -22.801 -9.241 -8.040 -1.3445 0.2008 -2.4749 -0.049
N -21.655 -10.220 -8.124 -4.6650 -1.7867 3.6258 -0.353
O -21.694 -11.148 -7.343 0.7424 1.0571 -2.6410 0.172
O -20.719 -9.958 -8.846 3.4798 0.4168 -2.4330 -0.146
H -23.757 -9.722 -8.248 0.1574 -0.1779 -0.2013 0.161
H -22.619 -8.345 -8.634 -0.1639 -0.7348 -1.4514 0.051
H -22.799 -8.820 -7.035 -1.0149 -0.6394 -1.6137 -0.078
C -21.105 -9.460 -5.000 0.1893 -1.7784 3.2403 -0.945
Cl -20.787 -10.738 -3.818 0.5362 0.8667 -0.5585 0.741
Cl -22.749 -9.688 -5.549 -1.7240 -0.7593 4.2967 0.897
H -21.144 -8.455 -4.580 0.5964 -0.1011 0.6889 0.082
H -20.433 -9.455 -5.858 0.7452 -1.6260 1.2738 -0.001
```
Forces are in eV/Å.

Properties
**Strongest force on any atom**: 6.17 eV/A
**DFT total energy**: -1707.71056 Eh
**Frontier orbital gap**: 4.88 eV
**Net charge**: +3
**Relative energy (zero: lowest compared OMol25 entry of this formula, charge and spin)**: 73.3 kcal/mol

***

The following is a DFT calculation (ωB97M-V with the def2-TZVPD basis set) of a single C2H6Cl2NOP molecule.

The geometry in XYZ format:
```
13
Properties=species:S:1:pos:R:3:forces:R:3:lowdin_charge:R:1
C 1.067 1.087 0.130 1.1542 0.6442 -1.4720 -0.168
C 1.163 -0.395 0.015 0.3311 -0.6107 -2.5863 -0.405
N 0.044 -1.227 0.373 -4.4140 1.3864 -0.4570 -0.131
O -1.629 -0.510 -1.916 0.2974 0.2393 0.0171 -0.394
P -1.657 -0.409 -0.463 3.4251 -2.9868 0.6960 -0.135
Cl -2.987 -1.588 0.388 -0.5350 -0.5177 0.4681 0.358
Cl -2.173 1.367 0.169 -0.2778 1.0524 0.6296 0.406
H 0.314 1.443 -0.586 0.7430 0.3495 -0.0013 0.027
H 0.743 1.364 1.061 -0.9280 0.8065 2.6144 0.025
H 2.085 1.572 0.025 -1.2163 -0.4986 -0.4277 0.105
H 1.129 -0.548 -1.148 1.3373 -0.2256 1.9738 0.134
H 2.049 -0.729 0.578 -0.1408 -0.3721 -0.7312 0.116
H -0.148 -1.427 1.374 0.2239 0.7332 -0.7233 0.062
```
Forces are in eV/Å.

Properties
**Strongest force on any atom**: 4.65 eV/A
**Structure (SMILES)**: CCNP(=O)(Cl)Cl
**DFT total energy**: -1471.56710 Eh
**Frontier orbital gap**: 9.90 eV
**Net charge**: 0
**Relative energy (zero: lowest compared OMol25 entry of this formula, charge and spin)**: 35.0 kcal/mol

***

The following is a DFT calculation (ωB97M-V with the def2-TZVPD basis set) of a gas-phase ion, C2H6Cl2O2P (charge +1).

The geometry in XYZ format:
```
13
Properties=species:S:1:pos:R:3:forces:R:3:lowdin_charge:R:1
C -0.519 -2.050 1.025 -0.5732 -0.6792 0.1690 -0.029
C -0.509 2.072 -0.825 -0.3247 0.7769 -0.6075 -0.046
O 0.602 -1.122 1.082 0.6733 0.6757 -0.4902 -0.293
O -0.231 1.022 0.124 0.9250 -0.8993 0.2347 -0.285
P 0.875 -0.059 0.004 2.4959 1.2943 1.1028 0.195
Cl 3.005 0.779 0.451 -3.8628 -1.4620 -0.7820 0.274
Cl 0.911 -0.795 -1.810 0.1436 0.1193 0.2249 0.565
H -1.408 -1.573 0.616 0.0909 0.1151 0.0276 0.098
H -0.700 -2.355 2.054 0.0844 0.1310 -0.1270 0.112
H -0.242 -2.921 0.430 0.1123 0.1864 0.0176 0.102
H 0.195 2.064 -1.657 0.0190 -0.0364 0.0971 0.084
H -0.457 3.021 -0.296 0.0816 -0.1445 0.0352 0.110
H -1.521 1.916 -1.199 0.1346 -0.0774 0.0978 0.111
```
Forces are in eV/Å.

Properties
**Strongest force on any atom**: 4.20 eV/A
**DFT total energy**: -1491.79563 Eh
**Frontier orbital gap**: 10.36 eV
**Net charge**: +1
**Relative energy (zero: lowest compared OMol25 entry of this formula, charge and spin)**: 0.0 kcal/mol

***

The following is a DFT calculation (ωB97M-V with the def2-TZVPD basis set) of a single C2H6Cl2OSi molecule.

The geometry in XYZ format:
```
12
Properties=species:S:1:pos:R:3:forces:R:3:lowdin_charge:R:1
C 2.394 -0.782 -0.465 -1.6083 0.3127 -1.3779 -0.097
C -1.328 0.166 0.564 -1.8379 -0.6131 0.2221 -0.543
O 1.003 -0.600 0.005 1.7616 -0.2936 -0.8979 -0.402
Si -0.404 -1.201 -0.582 0.4279 1.5163 1.5783 0.128
Cl -2.762 -0.650 1.560 1.1270 0.6690 -0.9260 0.323
Cl -0.554 -3.242 -0.361 -0.2502 0.2307 0.5043 0.289
H 2.463 -0.724 -1.601 -0.3497 0.5280 1.1649 0.084
H 2.616 -1.865 -0.351 0.7744 1.0046 1.0226 0.081
H 2.938 0.118 -0.026 -0.1407 -2.0133 -0.2997 0.108
H -1.830 1.046 0.048 0.7242 -1.3066 0.4109 0.036
H -0.671 0.562 1.374 -0.3000 -0.6123 -0.9551 0.026
H -0.452 -1.192 -2.029 -0.3282 0.5776 -0.4465 -0.032
```
Forces are in eV/Å.

Properties
**Strongest force on any atom**: 2.23 eV/A
**Structure (SMILES)**: CO[Si@@H](Cl)CCl
**DFT total energy**: -1364.96001 Eh
**Frontier orbital gap**: 11.04 eV
**Net charge**: 0
**Relative energy (zero: lowest compared OMol25 entry of this formula, charge and spin)**: 70.4 kcal/mol